(1)
# C28H35AsO2PPdS3

C28H35AsO2PPdS3 as an isolated structure in a non-equilibrium geometry (ωB97M-V/def2-TZVPD, the OMol25 dataset).

The net charge is -1. For the frontier orbital gap, the calculation gives 5.53 eV. The HOMO energy is -3.167 eV. Its max |F| is 1.51 eV Å⁻¹. The electronic energy comes out at -5138.0662 a.u. For the LUMO energy, the calculation gives 2.367 eV.

Each line ends with the Löwdin charge.
Element x y z (Å)
1 Pd -0.2950 0.0694 0.2951  -0.10
2 C -3.0642 0.4749 3.7634  -0.55
3 C -1.7382 -0.1605 4.1485  -0.50
4 S -0.5217 -0.1121 2.7445  0.79
5 C -0.3203 -1.8903 2.4509  -0.56
6 C -1.4695 -2.5785 1.7390  -0.50
7 S -1.7032 -1.9423 0.0317  0.83
8 C -3.4446 -1.3751 0.1543  -0.53
9 C -3.6201 -0.1614 1.0465  -0.57
10 S -4.1505 -0.5898 2.7496  0.84
11 H -2.8924 1.3910 3.1957  0.06
12 H -3.6570 0.7049 4.6520  0.06
13 H -1.8665 -1.1903 4.4772  0.07
14 H -1.2821 0.4249 4.9485  0.06
15 H -0.1215 -2.3642 3.4162  0.08
16 H 0.5767 -1.9525 1.8297  0.02
17 H -2.4076 -2.4525 2.2778  0.02
18 H -1.2435 -3.6449 1.6426  0.07
19 H -4.0548 -2.2165 0.4866  0.06
20 H -3.7020 -1.1272 -0.8761  0.06
21 H -4.3895 0.5087 0.6538  0.06
22 H -2.6574 0.3754 1.1069  -0.03
23 O 0.5328 0.0682 -3.9065  0.00
24 C 1.1516 0.2754 -2.8640  -0.64
25 O 0.7226 0.8014 -1.7946  -0.28
26 C 2.6375 -0.0299 -2.7697  -0.13
27 C 3.4515 -0.0835 -3.8920  -0.03
28 C 4.8239 -0.1392 -3.7429  -0.09
29 C 5.3811 -0.1516 -2.4714  -0.09
30 C 4.5718 -0.1363 -1.3516  -0.10
31 C 3.1892 -0.0863 -1.4952  -0.31
32 P 2.1013 -0.0110 -0.0214  1.06
33 C 2.7549 1.5988 0.5664  -0.31
34 C 3.0397 1.8823 1.8982  -0.09
35 C 3.5297 3.1192 2.2727  -0.10
36 C 3.7323 4.1125 1.3280  -0.11
37 C 3.4240 3.8506 0.0026  -0.10
38 C 2.9487 2.6101 -0.3754  -0.10
39 C 2.9951 -1.3069 0.9780  -0.33
40 C 3.4838 -2.4137 0.2749  -0.11
41 C 3.9354 -3.5469 0.9215  -0.09
42 C 3.8950 -3.6277 2.3048  -0.11
43 C 3.3580 -2.5704 3.0196  -0.10
44 C 2.8992 -1.4404 2.3641  -0.14
45 H 2.9862 -0.0615 -4.8679  0.11
46 H 5.4677 -0.1575 -4.6142  0.09
47 H 6.4581 -0.1591 -2.3549  0.09
48 H 5.0140 -0.1555 -0.3629  0.11
49 H 2.8817 1.1359 2.6588  0.07
50 H 3.7594 3.3120 3.3127  0.09
51 H 4.1206 5.0794 1.6244  0.09
52 H 3.5658 4.6213 -0.7451  0.10
53 H 2.7127 2.4262 -1.4124  0.10
54 H 3.5045 -2.3872 -0.8059  0.10
55 H 4.3086 -4.3806 0.3399  0.10
56 H 4.2474 -4.5127 2.8156  0.09
57 H 3.2735 -2.6302 4.0988  0.10
58 H 2.4256 -0.6653 2.9500  0.07
59 C -2.6752 3.3957 0.2878  -0.32
60 As -1.2868 2.1960 -0.5215  1.06
61 C -2.2640 1.7403 -2.1584  -0.29
62 C -0.2167 3.6652 -1.2407  -0.31
63 H -2.9822 4.1716 -0.4144  0.01
64 H -2.2525 3.8731 1.1731  0.01
65 H -3.5604 2.8414 0.5964  -0.01
66 H -2.4837 2.6324 -2.7495  0.02
67 H -3.1990 1.2244 -1.9270  0.01
68 H -1.6237 1.0731 -2.7363  0.00
69 H -0.8631 4.4201 -1.6971  0.02
70 H 0.4546 3.2596 -1.9907  0.01
71 H 0.3773 4.1263 -0.4516  0.01

=====

(2)
# C12H21BrN4O5P

A 2-piece molecular cluster, C12H21BrN4O5P overall (ωB97M-V/def2-TZVPD, the OMol25 dataset).

The net charge is +1. For the frontier orbital gap, the calculation gives 10.27 eV. The HOMO energy is -12.755 eV. Its max |F| is 0.69 eV Å⁻¹. The electronic energy comes out at -3980.2501 a.u. For the LUMO energy, the calculation gives -2.480 eV.

Each line ends with the Löwdin charge.
Element x y z (Å)
1 N -0.3958 -1.6292 -0.7537  0.22
2 C -0.3625 -0.7074 -1.4464  -0.15
3 C -0.2737 0.5836 -2.1642  -0.24
4 C 1.1661 1.1138 -1.9651  -0.10
5 C 2.1202 0.2956 -2.8222  -0.25
6 O 2.1725 0.4336 -4.0051  0.10
7 C -1.3936 1.5112 -1.5753  -0.37
8 C -1.1146 1.5415 -0.1332  -0.20
9 N -0.7098 1.3289 0.9174  0.22
10 C -2.7945 0.8630 -1.7354  -0.17
11 C -3.1559 0.5704 -3.1782  -0.84
12 O -2.5606 0.9440 -4.1293  0.06
13 Br -4.7330 -0.5020 -3.3304  0.81
14 P -1.3795 3.2883 -2.2287  0.52
15 N -0.8936 4.1726 -1.0816  -0.11
16 O -2.7794 3.5963 -2.9409  -0.11
17 O -0.4521 3.1492 -3.5096  -0.11
18 H -0.4466 0.4203 -3.2294  0.15
19 H 1.4577 1.0532 -0.9139  0.12
20 H 1.2331 2.1462 -2.3051  0.12
21 H 2.7472 -0.4595 -2.3130  0.13
22 H -2.8574 -0.0760 -1.1782  0.11
23 H -3.5769 1.5023 -1.3138  0.13
24 H -1.4008 5.0371 -0.9333  0.02
25 H -3.5302 3.6376 -2.3358  0.10
26 H -0.9181 3.0628 -4.3531  0.11
27 C 1.3443 -3.1910 1.8340  -0.03
28 C 1.4422 -1.6890 2.0194  -0.32
29 C 2.2245 -1.2395 3.2540  -0.18
30 O 1.4710 -1.4851 4.4202  -0.19
31 C 1.8468 -2.6203 5.2025  -0.06
32 N 0.0587 -1.1282 2.2055  0.19
33 H 0.7625 -3.6550 2.6322  0.09
34 H 0.8757 -3.4358 0.8801  0.07
35 H 2.3406 -3.6300 1.8412  0.10
36 H 1.8471 -1.2232 1.1207  0.14
37 H 2.4036 -0.1622 3.2019  0.14
38 H 3.1938 -1.7413 3.2825  0.14
39 H 2.9234 -2.7871 5.1456  0.10
40 H 1.3222 -3.5217 4.8806  0.08
41 H 1.5766 -2.4007 6.2320  0.10
42 H -0.6140 -1.5376 1.5550  0.12
43 H 0.0291 -0.1051 2.0746  0.09
44 H -0.2162 -1.3246 3.1758  0.16

=====

(3)
# C11H26N4O6PmS

C11H26N4O6PmS as an isolated structure in a non-equilibrium geometry (ωB97M-V/def2-TZVPD, the OMol25 dataset).

The net charge is +1. For the frontier orbital gap (alpha / beta), the calculation gives 5.33 / 5.32 eV. Its spin multiplicity is 5. The HOMO energy (alpha / beta) is -10.410 / -10.392 eV. Its max |F| is 5.33 eV Å⁻¹. The electronic energy comes out at -2111.2187 a.u. For the LUMO energy (alpha / beta), the calculation gives -5.076 / -5.073 eV.

Each line ends with the Löwdin charge.
Element x y z (Å)
1 O -2.6307 -4.1100 -1.6303  -0.11
2 H -2.4506 -5.0670 -1.7063  0.10
3 Pm -0.0613 -0.0235 -0.2270  1.55
4 N -0.9430 1.5658 1.1475  -0.33
5 N -2.0168 0.0808 -1.0420  -0.39
6 N 1.9605 0.2316 0.7971  -0.15
7 N 1.0399 -1.5563 -1.1764  -0.16
8 O -0.2996 2.2112 2.1071  -0.18
9 O 2.3471 1.2477 1.7482  0.01
10 O 0.4004 -2.2950 -2.2791  0.02
11 O -2.0314 -0.4439 -2.2263  -0.15
12 C -2.7048 1.2007 -0.5568  -0.27
13 C -2.1652 1.9722 0.5883  -0.27
14 C 2.8655 -0.4556 0.0860  -0.23
15 C 2.3676 -1.3622 -1.0508  -0.22
16 C -2.8129 3.1424 1.2056  -0.02
17 H -2.0929 3.9832 1.1624  0.10
18 H -2.9718 2.8603 2.2630  0.11
19 H -3.7511 3.3412 0.6707  0.08
20 C -3.9509 1.4185 -1.3076  -0.02
21 H -4.4650 0.4337 -1.3165  0.11
22 H -3.6742 1.6637 -2.3556  0.10
23 H -4.5169 2.2003 -0.7934  0.08
24 C 4.3181 -0.4032 0.3934  0.01
25 C 3.2876 -2.1525 -1.9010  0.01
26 H 4.4012 -0.0321 1.4289  0.10
27 H 4.7923 0.3052 -0.3155  0.12
28 H 4.7290 -1.4244 0.2826  0.11
29 H 2.7365 -2.3736 -2.8343  0.11
30 H 3.4913 -3.0948 -1.3514  0.13
31 H 4.1989 -1.5513 -2.0670  0.10
32 H 1.4870 1.6758 2.0207  0.07
33 H -0.5616 -2.1467 -2.1482  0.07
34 C -2.2298 -3.6862 -0.3526  -0.17
35 H -2.6499 -2.6958 -0.2022  0.07
36 H -1.1477 -3.5937 -0.3192  0.06
37 H -2.5829 -4.3775 0.4220  0.09
38 O -0.3048 -1.0434 1.9851  -0.09
39 H 0.6538 -0.8720 2.0128  0.03
40 H -0.7015 -0.1790 2.2198  0.05
41 C 1.8864 2.5414 -3.3532  -0.35
42 S 0.8546 1.8194 -2.0616  0.75
43 C -0.5499 2.9187 -2.2192  -0.34
44 H 2.8426 1.9994 -3.3991  0.05
45 H 2.0278 3.6017 -3.0824  0.06
46 H 1.3322 2.4650 -4.3044  0.06
47 H -0.8004 3.2687 -1.2047  0.04
48 H -0.2451 3.7215 -2.8968  0.06
49 H -1.3891 2.3170 -2.6065  0.04

=====

(4)
# C21H23N3S2

One molecule with the formula C21H23N3S2 in a non-equilibrium geometry (ωB97M-V/def2-TZVPD, the OMol25 dataset).

The energy above the lowest of the compared OMol25 structures with the same formula, charge and spin is 0.000 eV. For the frontier orbital gap, the calculation gives 8.52 eV. The HOMO energy is -7.937 eV. Its max |F| is 1.04 eV Å⁻¹. The electronic energy comes out at -1774.7269 a.u. For the LUMO energy, the calculation gives 0.579 eV.

Each line ends with the Löwdin charge.
Element x y z (Å)
1 C 0.0472 -0.1126 2.5269  -0.04
2 C -0.7914 1.0364 2.0563  -0.26
3 C -2.0532 1.2764 2.5767  -0.01
4 C -2.8210 2.3528 2.1435  -0.27
5 C -4.1651 2.6089 2.7550  -0.05
6 C -2.3240 3.1788 1.1495  0.01
7 C -1.0687 2.9380 0.5984  -0.25
8 N -0.5925 3.7906 -0.4140  0.04
9 C 0.4048 3.4866 -1.3023  -0.84
10 S 1.5383 4.6402 -1.6604  0.64
11 N 0.3858 2.2730 -1.8919  -0.12
12 C 1.5258 1.7667 -2.6160  -0.18
13 C 1.8772 0.3803 -2.0823  -0.12
14 C 0.6831 -0.5758 -2.2404  -0.32
15 C 1.0176 -1.8745 -1.5956  -0.54
16 N 0.9544 -2.0943 -0.3389  0.12
17 C 1.3647 -3.3529 -0.0058  -0.30
18 C 1.4087 -3.8875 1.2782  -0.01
19 C 1.8527 -5.1821 1.4432  -0.09
20 C 2.2525 -5.9516 0.3524  -0.09
21 C 2.2176 -5.4421 -0.9309  -0.10
22 C 1.7729 -4.1429 -1.1035  -0.47
23 S 1.6116 -3.2245 -2.5703  1.09
24 C -0.5631 0.0295 -1.5857  -0.12
25 C -0.7968 1.4595 -2.0659  -0.12
26 C -0.2984 1.8857 1.0737  -0.01
27 H -0.4758 -0.6892 3.2857  0.08
28 H 0.9828 0.2517 2.9498  0.09
29 H 0.2940 -0.7698 1.6921  0.05
30 H -2.4474 0.6244 3.3429  0.12
31 H -4.7513 1.6924 2.7888  0.08
32 H -4.7154 3.3576 2.1910  0.07
33 H -4.0478 2.9666 3.7778  0.08
34 H -2.9070 4.0158 0.7931  0.12
35 H -0.6728 4.7811 -0.2246  0.12
36 H 2.3599 2.4569 -2.4787  0.06
37 H 1.2926 1.7109 -3.6867  0.14
38 H 2.7419 -0.0113 -2.6200  0.12
39 H 2.1344 0.4515 -1.0241  0.13
40 H 0.5033 -0.7401 -3.3084  0.14
41 H 1.0982 -3.2835 2.1157  0.11
42 H 1.8926 -5.6095 2.4337  0.10
43 H 2.5959 -6.9625 0.5115  0.10
44 H 2.5268 -6.0345 -1.7777  0.11
45 H -0.4308 0.0204 -0.5058  0.09
46 H -1.4386 -0.5763 -1.8237  0.13
47 H -1.6375 1.9004 -1.5320  0.12
48 H -1.0379 1.4460 -3.1391  0.14
49 H 0.6993 1.7384 0.6889  0.12